This record from the OMol25 dataset describes C17H30F6N4O6PRuS5Sb as an isolated structure. The level of theory is ωB97M-V/def2-TZVPD.

Output
HOMO (spin up / spin down)	-0.03005 / -0.03107	Ha
frontier orbital gap (spin up / spin down)	5.03 / 5.06	eV
ΔE to the lowest compared entry with this formula, charge and spin	89.2	kcal per mole
charge	-2

Each line ends with the Mulliken charge.
Geometry (Å):
Ru 1.11 1.43 1.18  -1.2996
S 1.38 4.89 3.61  -0.7754
Sb 2.62 3.11 2.86  -0.0302
S 1.02 1.04 3.43  -0.8687
S 2.27 3.42 0.40  -0.5917
F 7.07 -0.26 1.62  -0.2466
C 6.03 0.58 1.70  0.4896
F 6.51 1.80 1.42  -0.2205
F 5.63 0.59 2.97  -0.1881
S 4.63 0.08 0.53  1.0477
O 3.55 0.95 0.85  -0.0198
O 5.24 0.19 -0.76  -0.7163
N 4.46 -1.41 1.02  -0.6010
S 3.00 -1.97 1.20  0.9724
O 2.86 -3.26 0.59  -0.7327
O 1.92 -1.05 1.00  -0.1001
C 3.09 -2.42 3.03  0.5893
F 3.43 -1.42 3.83  -0.1754
F 4.07 -3.34 3.14  -0.2725
F 1.98 -2.99 3.51  -0.2333
O -1.03 -0.68 0.73  -0.6467
P -1.50 -0.84 -0.65  -0.0229
N -0.56 -0.17 -1.86  0.6408
C 0.83 0.15 -1.58  4.8078
C 1.27 1.09 -2.71  -0.7121
C 0.15 0.97 -3.75  -0.7656
C -1.07 0.74 -2.87  -0.4383
N -3.06 -0.26 -1.04  -0.0251
C -4.20 -1.07 -0.68  -0.8222
C -4.60 -0.59 0.71  -0.6092
C -4.39 0.92 0.61  -0.6934
C -3.33 1.07 -0.50  1.3041
N -1.70 -2.47 -1.15  -0.0158
C -1.72 -3.43 -0.05  -1.1496
C -0.27 -3.89 0.09  -0.1254
C 0.30 -3.79 -1.33  -0.4240
C -0.80 -3.05 -2.12  -0.6952
H 1.43 -0.77 -1.55  0.3224
H 0.95 0.66 -0.58  -3.8951
H 2.25 0.81 -3.11  0.3839
H 1.34 2.11 -2.33  0.3264
H 0.32 0.11 -4.39  0.2897
H 0.06 1.86 -4.36  0.4420
H -1.91 0.27 -3.39  0.4115
H -1.40 1.69 -2.43  0.0753
H -3.94 -2.13 -0.72  0.3775
H -5.01 -0.87 -1.40  0.4188
H -3.92 -1.02 1.45  0.1411
H -5.63 -0.86 0.98  0.5182
H -4.03 1.34 1.55  0.3475
H -5.32 1.42 0.33  0.3432
H -2.40 1.49 -0.11  -1.6585
H -3.72 1.71 -1.31  0.3338
H -2.37 -4.27 -0.34  0.4235
H -2.10 -2.96 0.85  0.4634
H -0.18 -4.89 0.51  0.6243
H 0.26 -3.19 0.74  -0.3386
H 0.49 -4.78 -1.76  0.4416
H 1.23 -3.24 -1.32  0.0883
H -1.38 -3.76 -2.73  0.4550
H -0.41 -2.27 -2.78  0.2900
C -0.80 4.49 -0.20  -0.9203
O -0.72 3.06 -0.24  0.1459
C -0.70 2.35 0.93  1.4982
C -1.40 2.98 2.11  -1.5657
H -1.84 4.80 -0.01  0.2879
H -0.48 4.83 -1.18  0.2276
H -0.14 4.90 0.56  0.3351
H -2.37 3.40 1.80  0.4138
H -0.79 3.78 2.55  -0.0390
H -1.56 2.23 2.88  0.3570


This record from the OMol25 dataset describes one molecule with the formula C23H26N4O4S. The level of theory is ωB97M-V/def2-TZVPD.

Output
HOMO	-0.29938	Ha
frontier orbital gap	7.34	eV
SMILES string	Cc1c(C=C2C(=O)N(C)C(=S)N(C)C2=O)c2ccccc2n1CC(=O)NC[C@@H]1CCCO1
ΔE to the lowest compared entry with this formula, charge and spin	7.2	kcal per mole

Each line ends with the Mulliken charge.
Geometry (Å):
C -1.22 -1.76 -0.05  -2.0640
C -0.70 -0.45 0.40  0.6732
N 0.56 -0.33 0.89  0.2641
C 0.87 1.01 1.05  0.0252
C 2.04 1.61 1.49  -0.4278
C 2.06 2.99 1.53  -0.7520
C 0.95 3.75 1.15  -0.8731
C -0.21 3.15 0.71  -0.2908
C -0.25 1.76 0.65  0.2435
C -1.27 0.81 0.27  0.6347
C -2.54 1.19 -0.21  -0.4087
C -3.76 0.56 -0.14  -0.0774
C -4.05 -0.54 0.77  0.7536
O -3.27 -0.98 1.60  -0.6870
N -5.34 -1.05 0.70  -0.0082
C -6.33 -0.57 -0.11  0.2931
S -7.81 -1.29 -0.16  -0.3114
N -6.07 0.53 -0.87  -0.0630
C -4.83 1.17 -0.92  0.8523
O -4.68 2.16 -1.61  -0.6958
C -7.14 1.07 -1.68  -1.2408
H -7.98 1.35 -1.04  0.3638
H -7.48 0.32 -2.40  0.3730
H -6.75 1.94 -2.20  0.3750
C -5.68 -2.16 1.57  -1.3027
H -5.94 -3.04 0.98  0.3875
H -4.81 -2.37 2.19  0.3568
H -6.53 -1.90 2.20  0.3922
H -2.58 2.16 -0.70  0.4971
H -1.06 3.74 0.42  0.4328
H 1.01 4.83 1.19  0.4033
H 2.96 3.50 1.86  0.4415
H 2.91 1.04 1.77  0.2988
C 1.47 -1.40 1.18  -1.5135
H 0.93 -2.32 1.39  0.3911
H 2.05 -1.14 2.08  0.3586
C 2.51 -1.69 0.08  1.0168
O 3.16 -2.71 0.11  -0.6985
N 2.61 -0.75 -0.88  0.1046
H 2.13 0.13 -0.75  0.1861
C 3.80 -0.69 -1.71  -1.3308
H 4.20 -1.70 -1.75  0.5292
H 3.53 -0.35 -2.71  0.3228
C 4.83 0.27 -1.06  0.3262
C 6.23 0.07 -1.65  -0.8349
H 6.81 0.98 -1.50  0.3299
C 6.78 -1.07 -0.79  -0.6061
H 6.66 -2.03 -1.28  0.2778
C 5.92 -1.02 0.49  -0.4012
H 6.50 -0.76 1.38  0.3988
O 4.96 0.01 0.32  -0.3476
H 5.41 -1.97 0.67  0.1861
H 7.84 -0.93 -0.56  0.3427
H 6.20 -0.17 -2.71  0.3361
H 4.46 1.30 -1.15  0.4403
H -1.66 -2.30 0.79  0.3756
H -2.00 -1.61 -0.79  0.3893
H -0.43 -2.37 -0.49  0.5617


This record from the OMol25 dataset describes a 2-piece molecular cluster, C3H7O3 overall. The level of theory is ωB97M-V/def2-TZVPD.

Output
HOMO	-0.16760	Ha
frontier orbital gap	8.53	eV
ΔE to the lowest compared entry with this formula, charge and spin	35.4	kcal per mole
charge	-1

Each line ends with the Mulliken charge.
Geometry (Å):
O -1.15 -0.22 1.50  -0.6700
C -2.14 0.38 2.14  0.0185
O -3.07 -0.20 2.74  -0.6383
H -2.19 1.53 2.22  0.2334
H 0.53 0.25 1.12  0.4037
C 0.46 -0.21 -0.66  0.0107
O 1.22 0.32 0.45  -0.5620
C 1.46 -0.31 -1.83  -0.8849
H 0.02 -1.17 -0.27  0.2236
H -0.37 0.57 -0.84  0.1559
H 1.33 -1.35 -2.42  0.1975
H 1.35 0.52 -2.57  0.2374
H 2.54 -0.11 -1.58  0.2745


This record from the OMol25 dataset describes a 2-piece molecular cluster, C16H13F4NO2 overall. The level of theory is ωB97M-V/def2-TZVPD.

Output
HOMO	-0.24540	Ha
frontier orbital gap	2.96	eV
ΔE to the lowest compared entry with this formula, charge and spin	92.7	kcal per mole

Each line ends with the Mulliken charge.
Geometry (Å):
C 1.75 -1.15 -3.17  -1.2118
C 1.26 -2.12 -2.21  0.5275
C 1.91 -2.47 -0.96  -1.0588
N 0.10 -2.76 -2.51  0.9618
O -0.35 -3.61 -1.69  -0.6507
O -0.50 -2.47 -3.58  -0.6787
H 2.68 -0.69 -2.81  0.3485
H 1.96 -1.60 -4.15  0.3427
H 1.03 -0.33 -3.32  0.2507
H 2.83 -1.88 -0.83  0.3600
H 1.27 -2.25 -0.09  0.2052
H 2.19 -3.53 -0.92  0.3219
F 1.02 4.35 2.91  -0.3113
C 1.03 3.66 1.72  0.3830
C 1.87 4.10 0.70  -0.7722
C 1.85 3.37 -0.49  0.5415
F 2.68 3.77 -1.51  -0.3054
C 1.05 2.26 -0.68  -1.0951
C 0.19 1.81 0.38  1.3409
C -0.60 0.66 0.11  -0.6617
C -1.48 -0.05 0.96  1.3962
C -2.10 -1.23 0.42  -0.9156
C -2.97 -1.97 1.20  0.4088
F -3.56 -3.09 0.67  -0.2962
C -3.29 -1.63 2.53  -0.7764
C -2.67 -0.49 3.04  0.4329
F -2.96 -0.12 4.33  -0.3161
C -1.79 0.29 2.31  -1.0609
C 0.20 2.56 1.60  -1.0291
H 2.51 4.97 0.83  0.4773
H 1.06 1.72 -1.63  0.3884
H -0.51 0.26 -0.90  0.3732
H -1.87 -1.55 -0.60  0.3529
H -3.98 -2.23 3.12  0.4859
H -1.35 1.16 2.80  0.5742
H -0.44 2.30 2.43  0.6665